ORCA calculation (the ωB97M-V functional and the def2-TZVPD basis) on a structure of composition C20H16Cl27N3S at a distorted geometry.

Each line ends with the natural charge from an NBO analysis.
Element x y z (Å)
1 C -0.432090 8.355565 -0.052042  -0.2713
2 C -0.295402 7.381825 -1.405031  -0.1764
3 C 0.129352 5.791170 -1.132301  -0.2843
4 C 0.408790 5.371379 0.424266  0.1840
5 C 0.829010 3.771852 0.677908  -0.0369
6 C 2.363354 3.258852 0.966827  -0.2114
7 C 2.645752 1.636055 1.243254  -0.2068
8 C 1.364313 0.587218 1.223151  -0.2319
9 C -0.157942 1.107707 0.908210  0.1045
10 N -1.487538 0.393656 0.806872  -0.5691
11 S -2.712506 1.634598 0.453097  0.7866
12 N -1.835279 3.180327 0.364886  -0.5446
13 C -0.425973 2.702703 0.640180  0.1029
14 N 0.298911 6.225728 1.653623  -0.4399
15 C -0.126599 7.642707 1.390624  0.0005
16 H -0.741874 9.478212 -0.175515  0.2464
17 H -0.524980 7.808918 -2.486937  0.2418
18 H 0.197070 5.083864 -2.062690  0.2624
19 H 3.243031 4.065323 0.994105  0.2572
20 H 3.726172 1.195266 1.459371  0.2521
21 H 1.548320 -0.547871 1.440688  0.2488
22 H -0.260417 8.340195 2.351017  0.2308
23 C -3.678081 -1.226068 -1.916763  -0.2783
24 Cl -4.847001 -1.586741 -3.198559  0.0070
25 Cl -4.402862 -0.169206 -0.693150  0.0390
26 Cl -3.086832 -2.722553 -1.174891  0.0305
27 H -2.827978 -0.703722 -2.363001  0.2329
28 C 0.495203 -4.949697 -1.372850  -0.2851
29 Cl 1.005006 -3.312378 -0.927037  0.0202
30 Cl 1.841673 -6.088716 -1.202126  0.0026
31 Cl -0.882948 -5.462923 -0.384563  0.0257
32 H 0.183135 -4.939955 -2.420308  0.2371
33 C -3.385074 3.939646 -3.002107  -0.2777
34 Cl -2.935629 2.239727 -3.220594  -0.0034
35 Cl -4.757073 4.082466 -1.890030  0.0160
36 Cl -2.003443 4.877180 -2.409200  0.0387
37 H -3.684708 4.344033 -3.972333  0.2323
38 C 2.864146 -4.776249 -5.186483  -0.2816
39 Cl 4.141374 -5.831357 -4.558076  0.0208
40 Cl 2.060480 -3.915709 -3.862442  0.0061
41 Cl 3.527573 -3.628667 -6.362208  0.0223
42 H 2.122039 -5.398276 -5.693444  0.2315
43 C -2.921869 -4.427479 3.401713  -0.2820
44 Cl -3.327957 -5.438329 2.004309  0.0112
45 Cl -1.504651 -5.073782 4.246272  0.0167
46 Cl -2.635201 -2.753599 2.896386  0.0283
47 H -3.768933 -4.438399 4.092374  0.2309
48 C -2.850144 -1.890309 -6.905606  -0.2824
49 Cl -3.256231 -2.901158 -8.303010  0.0183
50 Cl -1.432926 -2.536611 -6.061046  0.0111
51 Cl -2.563476 -0.216428 -7.410932  0.0180
52 H -3.697208 -1.901229 -6.214945  0.2341
53 C -2.021715 7.579942 5.169877  -0.2884
54 Cl -1.211406 7.550823 3.594437  0.0569
55 Cl -0.941952 8.234591 6.412875  0.0083
56 Cl -3.516798 8.526834 5.083081  0.0065
57 H -2.279521 6.553634 5.443513  0.2314
58 C 4.840770 -7.089079 1.291186  -0.2815
59 Cl 4.202354 -7.782091 2.791727  0.0109
60 Cl 5.805873 -5.643398 1.634809  0.0171
61 Cl 5.806575 -8.287804 0.413867  0.0198
62 H 3.997170 -6.797941 0.660134  0.2342
63 C 4.729750 -6.092984 6.263832  -0.2830
64 Cl 4.173321 -4.613045 7.063601  0.0154
65 Cl 6.484465 -6.270241 6.434272  0.0169
66 Cl 3.894323 -7.508956 6.924509  0.0141
67 H 4.492915 -6.019040 5.199365  0.2351

Atomic forces in eV per Å
C 1.18 -4.92 -0.50
C 0.68 -1.40 4.52
C -0.07 4.18 3.11
C -0.29 1.09 -1.01
C 1.70 -1.79 0.62
C -4.00 -1.26 -0.28
C -4.89 -0.11 -0.65
C 1.21 3.42 -0.42
C -1.78 1.97 -0.50
N 2.92 4.61 -0.22
S 4.97 1.51 0.93
N 4.34 -5.78 1.72
C 0.34 0.76 -0.06
N -1.06 2.01 -6.13
C 0.76 -0.48 -4.00
H 0.70 -2.49 0.47
H 0.59 -1.11 2.56
H 0.43 1.41 2.45
H -2.24 -2.08 -0.06
H -2.65 1.18 -0.52
H -0.43 2.49 -0.49
H 1.42 -1.25 -3.52
C 0.15 -0.15 0.09
Cl 0.10 0.09 0.03
Cl -0.74 -1.09 -0.67
Cl -0.03 0.27 -0.13
H -0.26 -0.14 0.18
C -0.24 -0.04 0.11
Cl -0.15 -0.14 0.02
Cl -0.13 0.02 -0.04
Cl 0.23 0.09 -0.13
H 0.13 -0.03 0.42
C -0.08 0.18 -0.12
Cl -0.01 0.11 -0.11
Cl 0.15 -0.03 -0.14
Cl -1.21 -0.46 -0.46
H 0.06 -0.21 0.32
C 0.00 -0.09 -0.15
Cl -0.21 0.11 -0.07
Cl 0.25 0.06 -0.47
Cl -0.14 -0.17 0.14
H 0.27 0.22 0.17
C 0.00 0.15 0.07
Cl -0.08 0.06 0.18
Cl -0.19 0.05 -0.07
Cl -0.05 -0.22 0.03
H 0.30 -0.02 -0.26
C -0.09 0.00 0.01
Cl 0.02 0.11 0.20
Cl -0.16 0.07 -0.01
Cl -0.06 -0.19 0.11
H 0.31 0.00 -0.21
C -0.13 -0.23 0.21
Cl -1.84 -0.51 2.90
Cl -0.10 -0.11 -0.11
Cl 0.11 -0.13 0.02
H 0.06 0.35 -0.04
C -0.01 0.04 -0.10
Cl 0.01 0.06 -0.13
Cl -0.16 -0.15 -0.04
Cl -0.16 0.16 0.09
H 0.28 -0.08 0.25
C 0.01 0.03 -0.08
Cl 0.04 -0.16 -0.13
Cl -0.22 0.02 -0.08
Cl 0.07 0.15 -0.14
H 0.09 -0.04 0.35

DFT total energy	-374392.243	eV
total charge	0